{"formula": "C41H36BBiN10PS2", "method": "the ωB97M-V functional and the def2-TZVPD basis", "species": ["Bi", "S", "S", "P", "N", "N", "N", "N", "N", "N", "N", "N", "N", "N", "C", "C", "C", "C", "C", "C", "C", "C", "C", "C", "C", "C", "C", "C", "C", "C", "C", "C", "C", "C", "C", "C", "C", "C", "C", "C", "C", "C", "C", "C", "C", "C", "C", "C", "C", "C", "C", "C", "C", "C", "C", "B", "H", "H", "H", "H", "H", "H", "H", "H", "H", "H", "H", "H", "H", "H", "H", "H", "H", "H", "H", "H", "H", "H", "H", "H", "H", "H", "H", "H", "H", "H", "H", "H", "H", "H", "H", "H"], "coordinates": [[11.49, 10.04, 13.70], [10.30, 9.43, 15.94], [13.42, 10.54, 15.32], [11.31, 13.35, 15.63], [8.95, 7.76, 12.74], [10.13, 11.71, 21.55], [12.55, 7.11, 12.96], [10.66, 7.58, 10.80], [11.29, 6.55, 13.12], [15.45, 11.20, 10.63], [10.68, 8.89, 10.57], [13.69, 13.33, 20.69], [8.80, 9.09, 12.59], [13.54, 10.41, 11.96], [11.56, 7.83, 8.75], [10.49, 12.16, 13.33], [13.24, 12.52, 19.99], [8.06, 14.88, 17.53], [9.58, 16.75, 17.24], [8.36, 16.25, 17.69], [12.66, 11.58, 19.11], [13.63, 14.44, 14.46], [9.98, 12.09, 12.06], [8.97, 14.07, 16.86], [12.68, 5.43, 14.54], [10.19, 14.56, 16.42], [7.85, 7.23, 13.39], [11.24, 6.88, 9.74], [16.80, 11.17, 11.22], [14.66, 15.22, 16.90], [12.90, 14.23, 15.59], [7.65, 9.45, 13.19], [10.65, 11.53, 20.53], [10.49, 15.91, 16.62], [13.40, 14.60, 16.85], [10.74, 10.34, 18.41], [9.83, 13.28, 11.30], [16.33, 11.70, 8.37], [11.34, 5.57, 14.09], [9.98, 14.52, 11.91], [17.72, 12.16, 10.49], [13.33, 11.27, 17.91], [15.34, 15.49, 15.73], [10.70, 13.39, 13.93], [11.35, 11.15, 19.34], [12.67, 10.66, 16.85], [15.45, 10.72, 9.21], [14.85, 15.07, 14.50], [10.37, 14.56, 13.27], [6.99, 8.34, 13.71], [11.30, 10.16, 17.12], [17.73, 11.87, 9.00], [14.44, 10.75, 11.33], [11.24, 9.07, 9.32], [13.39, 6.42, 13.78], [10.14, 6.93, 12.14], [18.33, 12.61, 8.50], [8.77, 12.98, 16.70], [16.24, 16.07, 15.78], [14.38, 11.51, 17.82], [18.26, 10.92, 8.83], [9.71, 5.86, 11.83], [16.66, 11.45, 12.28], [15.80, 12.64, 8.18], [11.39, 16.30, 16.16], [16.44, 11.21, 7.41], [11.27, 5.79, 9.74], [9.79, 9.94, 18.68], [6.01, 8.32, 14.24], [12.04, 7.63, 7.81], [7.74, 6.16, 13.59], [17.37, 13.17, 10.67], [11.41, 10.07, 8.99], [10.50, 15.52, 13.74], [13.09, 4.75, 15.27], [7.34, 10.48, 13.13], [12.81, 14.37, 17.74], [9.84, 15.43, 11.36], [15.06, 15.50, 17.86], [7.15, 14.41, 17.91], [17.21, 10.14, 11.25], [18.75, 12.08, 10.91], [9.84, 17.79, 17.43], [13.27, 14.06, 13.52], [15.85, 9.70, 9.21], [14.44, 6.61, 13.77], [7.61, 16.96, 18.13], [9.51, 13.24, 10.23], [15.39, 15.30, 13.56], [9.77, 11.09, 11.64], [14.42, 10.73, 8.89], [10.43, 5.00, 14.29]], "charge": -1, "relative_energy_kj_mol": 78.8, "energy_ev": -95479.8383, "homo_ev": -4.976}

---

{"formula": "C41H36BF5N2SV", "method": "the ωB97M-V functional and the def2-TZVPD basis", "species": ["V", "S", "F", "F", "F", "F", "F", "N", "N", "C", "C", "C", "C", "C", "C", "C", "C", "C", "C", "C", "C", "C", "C", "C", "C", "C", "C", "C", "C", "C", "C", "C", "C", "C", "C", "C", "C", "C", "C", "C", "C", "C", "C", "C", "C", "C", "C", "C", "C", "C", "B", "H", "H", "H", "H", "H", "H", "H", "H", "H", "H", "H", "H", "H", "H", "H", "H", "H", "H", "H", "H", "H", "H", "H", "H", "H", "H", "H", "H", "H", "H", "H", "H", "H", "H", "H", "H"], "coordinates": [[0.35, -0.30, -0.95], [-1.53, -4.44, -0.44], [3.29, -0.40, -3.94], [2.66, 1.77, -4.27], [1.36, 0.59, -2.10], [-2.44, -0.12, -2.53], [4.15, 1.24, -2.61], [-0.60, -2.06, -0.11], [-0.80, 1.04, -0.55], [3.65, -1.27, 3.90], [-1.28, -3.89, 1.19], [-3.29, -0.36, 0.74], [2.89, 2.35, 0.04], [2.50, -1.77, -0.98], [3.51, -2.01, 1.61], [-0.98, -2.94, -4.77], [-2.89, 3.87, -1.79], [-0.34, -1.73, -4.99], [-0.77, -2.60, -2.41], [-3.81, 1.89, 1.67], [1.55, 3.10, -0.02], [0.54, 2.51, 0.98], [3.99, -2.84, 0.56], [2.48, -1.06, 1.35], [-0.13, -1.38, -2.62], [-0.02, 2.54, 3.34], [-3.61, 3.26, -2.81], [-1.20, -3.39, -3.48], [-1.42, 1.26, 1.82], [-0.78, -2.58, 1.18], [3.52, -2.72, -0.71], [-0.95, -2.94, -1.02], [-1.31, -3.92, 3.56], [0.08, -0.95, -3.92], [-2.52, 1.20, -2.31], [2.09, -0.21, 2.40], [-1.98, 3.13, -1.04], [-0.82, -2.61, 3.57], [-0.57, -1.93, 2.39], [-0.51, 1.58, 0.77], [-1.75, 1.78, -1.31], [1.11, 3.43, -1.44], [-1.10, 1.71, 3.10], [1.95, -1.01, 0.02], [2.66, -0.30, 3.64], [-2.85, 0.69, 1.75], [-1.55, -4.57, 2.37], [-3.43, 1.91, -3.06], [0.75, 2.96, 2.28], [4.06, -2.10, 2.91], [3.35, 0.87, -3.59], [1.34, 0.55, 2.21], [4.08, -1.34, 4.89], [-0.23, -0.91, 2.41], [1.77, 4.08, 0.42], [-1.50, -4.42, 4.50], [1.98, 3.82, -1.98], [-2.99, 0.23, 2.73], [0.18, 2.89, 4.34], [-1.45, 3.61, -0.23], [2.83, 1.35, -0.38], [-1.69, -4.33, -3.30], [-0.65, -2.10, 4.51], [4.77, -3.56, 0.79], [-3.18, -0.05, -0.30], [-1.94, -5.58, 2.35], [-3.56, 2.66, 2.40], [3.93, -3.31, -1.52], [3.23, 2.26, 1.07], [1.56, 3.66, 2.46], [-1.30, -3.54, -5.61], [-4.00, 1.39, -3.83], [0.58, 0.00, -4.12], [2.19, -1.68, -2.01], [-0.17, -1.38, -6.00], [-3.04, 4.91, -1.56], [3.64, 2.89, -0.53], [-4.32, 3.83, -3.39], [-1.76, 1.45, 3.91], [-2.80, -1.31, 0.88], [-3.79, 2.34, 0.68], [-4.36, -0.53, 0.90], [0.75, 2.57, -2.01], [0.35, 4.20, -1.46], [4.83, -2.84, 3.09], [-4.83, 1.55, 1.86], [2.35, 0.38, 4.42]], "charge": 1, "relative_energy_kj_mol": 5.4, "energy_ev": -96868.4577, "homo_ev": -10.911}

---

{"formula": "C41H36BrGe2N2O2S4SbTi", "method": "the ωB97M-V functional and the def2-TZVPD basis", "species": ["Sb", "Br", "Ge", "Ge", "Ti", "S", "S", "S", "S", "O", "O", "N", "N", "C", "C", "C", "C", "C", "C", "C", "C", "C", "C", "C", "C", "C", "C", "C", "C", "C", "C", "C", "C", "C", "C", "C", "C", "C", "C", "C", "C", "C", "C", "C", "C", "C", "C", "C", "C", "C", "C", "C", "C", "C", "H", "H", "H", "H", "H", "H", "H", "H", "H", "H", "H", "H", "H", "H", "H", "H", "H", "H", "H", "H", "H", "H", "H", "H", "H", "H", "H", "H", "H", "H", "H", "H", "H", "H", "H", "H"], "coordinates": [[2.16, 1.30, 3.78], [5.66, 1.53, -3.30], [-1.54, 2.13, 0.23], [-3.44, 0.79, -0.50], [0.54, -0.86, 1.56], [-0.65, 1.23, 2.02], [2.42, -3.54, -2.02], [1.06, -0.77, 4.03], [4.38, 0.95, 3.97], [2.79, -1.37, 1.65], [2.09, 0.44, 0.66], [-0.82, -1.88, 1.78], [1.20, -2.40, -0.06], [-1.53, 4.78, 1.49], [-0.27, 3.04, -0.97], [-0.37, 0.62, -2.66], [-2.39, 3.77, 1.04], [2.62, -6.16, 1.06], [1.63, -3.64, 0.41], [1.45, -4.14, 1.70], [0.08, -0.27, -1.65], [5.44, -0.90, 0.67], [6.71, -0.08, -1.20], [-3.12, -4.69, 1.18], [5.57, 0.55, -1.67], [1.82, -0.87, -3.34], [-3.43, -3.87, 3.41], [3.00, -0.40, 0.89], [-3.19, -0.93, -1.40], [-2.46, -2.91, 3.20], [-1.79, -2.82, 1.97], [-2.14, -3.73, 0.96], [1.37, 0.08, -4.23], [1.54, -2.20, -1.29], [1.10, 2.80, -0.91], [-2.01, 5.93, 2.11], [0.10, 4.62, -2.76], [1.96, 3.46, -1.78], [-4.36, 0.36, 1.18], [-0.76, 3.96, -1.89], [6.64, -0.80, -0.01], [-3.78, -4.77, 2.40], [-3.75, 3.97, 1.23], [4.36, 0.48, -0.99], [0.22, 0.80, -3.89], [2.32, -4.41, -0.53], [-4.25, 5.12, 1.84], [-3.38, 6.10, 2.28], [4.31, -0.26, 0.18], [-4.65, 1.83, -1.68], [2.82, -5.67, -0.22], [1.16, -1.05, -2.11], [1.95, -5.40, 2.01], [1.47, 4.37, -2.71], [1.49, 2.07, -0.21], [3.35, -6.25, -0.97], [-1.82, 4.17, -1.93], [3.03, 3.26, -1.73], [-5.32, 5.24, 1.97], [5.35, -1.46, 1.60], [-1.63, -3.67, 0.00], [0.94, -3.55, 2.45], [-3.76, 7.00, 2.76], [-4.46, 3.22, 0.90], [-2.36, -1.46, -0.92], [-1.32, 6.68, 2.45], [7.53, -1.29, 0.37], [-0.46, 4.65, 1.37], [-4.11, -1.51, -1.30], [-0.29, 5.33, -3.48], [-1.26, 1.22, -2.47], [-4.27, 1.78, -2.71], [-0.19, 1.52, -4.60], [-4.73, 2.87, -1.40], [1.89, 0.25, -5.17], [-5.29, -0.18, 0.96], [3.47, 0.95, -1.37], [-3.93, -3.92, 4.37], [-2.18, -2.21, 3.98], [1.81, -5.79, 3.01], [-5.64, 1.38, -1.67], [7.64, 0.00, -1.75], [2.14, 4.87, -3.39], [-3.38, -5.38, 0.38], [-4.59, 1.23, 1.79], [2.70, -1.46, -3.59], [-3.71, -0.29, 1.76], [-2.94, -0.80, -2.45], [-4.54, -5.51, 2.57], [3.01, -7.14, 1.32]], "charge": -2, "relative_energy_kj_mol": 242.2, "energy_ev": -306251.2033, "homo_ev": -2.196}

---

{"formula": "C41H36F5N5O4P2RbSTe", "method": "the ωB97M-V functional and the def2-TZVPD basis", "species": ["Te", "Rb", "S", "P", "P", "F", "F", "F", "F", "F", "O", "O", "O", "O", "N", "N", "N", "N", "N", "C", "C", "C", "C", "C", "C", "C", "C", "C", "C", "C", "C", "C", "C", "C", "C", "C", "C", "C", "C", "C", "C", "C", "C", "C", "C", "C", "C", "C", "C", "C", "C", "C", "C", "C", "C", "C", "C", "C", "C", "C", "H", "H", "H", "H", "H", "H", "H", "H", "H", "H", "H", "H", "H", "H", "H", "H", "H", "H", "H", "H", "H", "H", "H", "H", "H", "H", "H", "H", "H", "H", "H", "H", "H", "H", "H", "H"], "coordinates": [[1.08, -3.74, -2.38], [1.74, -0.33, -2.72], [0.62, 1.74, -0.56], [-2.16, 1.59, -1.85], [0.56, -0.42, 1.77], [2.92, -3.36, -3.01], [-0.10, -4.81, -1.31], [2.23, -4.96, -1.44], [0.94, -5.05, -3.69], [0.98, -2.51, -3.99], [1.33, 2.26, -1.76], [-2.24, -4.72, -3.81], [1.16, -2.38, -1.22], [-0.99, -3.11, -2.80], [4.79, -0.18, -2.58], [-2.67, -2.51, -4.15], [5.85, -2.05, -0.81], [5.81, -0.50, 0.90], [-1.98, -1.31, -4.51], [-1.65, 1.61, 5.30], [-0.28, 0.28, 3.26], [-2.80, 3.78, -0.11], [-5.97, 1.77, -3.39], [-6.01, 3.04, -3.95], [2.98, 0.85, 2.60], [5.56, -2.36, -2.07], [-1.26, 4.75, 1.48], [1.65, -3.83, 3.78], [-0.56, 2.97, 0.02], [1.47, -1.88, 2.37], [-3.77, 3.45, -3.18], [3.94, 1.84, 2.54], [-1.46, 0.97, 2.99], [3.11, -3.58, 1.90], [1.88, 1.81, 0.72], [-1.82, 2.90, -0.56], [-2.52, 4.70, 0.90], [-0.28, 3.88, 1.04], [2.51, -2.38, 1.58], [-3.28, -1.94, 0.91], [-4.01, -0.75, 1.00], [2.69, -4.31, 3.00], [-0.48, 0.90, 5.58], [-1.93, -0.96, -0.82], [5.05, 0.14, -1.31], [0.20, 0.24, 4.57], [-3.71, 0.32, 0.18], [1.03, -2.63, 3.47], [-2.66, 0.22, -0.74], [5.58, -0.80, -0.42], [2.87, 2.78, 0.61], [-1.90, -3.57, -3.59], [-4.91, 3.87, -3.85], [-4.83, 1.35, -2.71], [5.04, -1.43, -2.96], [-2.14, 1.64, 4.00], [-3.73, 2.19, -2.57], [-2.24, -2.04, 0.00], [3.89, 2.81, 1.54], [1.91, 0.83, 1.70], [-3.79, 3.75, -0.53], [-3.28, -2.83, -4.88], [-1.85, 0.98, 1.98], [0.70, 3.90, 1.50], [-6.81, 1.10, -3.49], [-3.05, 2.19, 3.78], [1.30, -4.40, 4.63], [3.89, -3.96, 1.25], [-1.32, -1.55, -5.25], [0.20, -2.28, 4.07], [-1.11, -1.08, -1.51], [1.10, -0.30, 4.79], [-4.92, 4.86, -4.30], [3.15, -5.26, 3.23], [4.75, 1.85, 3.26], [-4.82, -0.67, 1.72], [-1.04, 5.45, 2.27], [-3.53, -2.77, 1.55], [-2.90, 4.10, -3.12], [-3.30, 5.37, 1.24], [2.81, 3.49, -0.21], [4.76, -1.72, -3.96], [4.66, 3.57, 1.47], [-4.27, 1.24, 0.26], [-1.37, -1.18, -3.71], [3.05, 0.07, 3.35], [-4.80, 0.35, -2.30], [5.84, 0.46, 1.18], [-2.17, 2.12, 6.09], [5.71, -3.38, -2.37], [2.81, -1.85, 0.69], [6.36, -1.17, 1.42], [-1.65, -2.94, -0.11], [4.81, 1.14, -0.98], [-6.89, 3.37, -4.48], [-0.10, 0.87, 6.59]], "charge": -1, "energy_ev": -109693.7534, "homo_ev": -5.380}

---

{"formula": "C41H36FNO6P", "method": "the ωB97M-V functional and the def2-TZVPD basis", "species": ["P", "F", "O", "O", "O", "O", "O", "O", "N", "C", "C", "C", "C", "C", "C", "C", "C", "C", "C", "C", "C", "C", "C", "C", "C", "C", "C", "C", "C", "C", "C", "C", "C", "C", "C", "C", "C", "C", "C", "C", "C", "C", "C", "C", "C", "C", "C", "C", "C", "C", "H", "H", "H", "H", "H", "H", "H", "H", "H", "H", "H", "H", "H", "H", "H", "H", "H", "H", "H", "H", "H", "H", "H", "H", "H", "H", "H", "H", "H", "H", "H", "H", "H", "H", "H", "H"], "coordinates": [[1.69, -0.14, -0.01], [5.47, -0.46, 2.75], [-8.14, 0.92, 3.81], [5.19, -0.07, -6.74], [-3.10, 0.63, 2.06], [-0.01, 1.08, -6.37], [2.59, -1.58, -0.28], [1.96, -3.74, -0.26], [1.14, -2.64, 4.45], [1.72, -2.71, 1.82], [-7.72, -0.23, 1.30], [4.77, -0.30, 3.94], [0.17, -2.95, 3.58], [1.91, 0.27, -5.29], [1.27, 1.71, -8.77], [-4.56, 1.35, 3.76], [-6.14, -0.81, -0.42], [3.25, -0.84, -3.12], [-4.25, 0.72, 2.44], [3.33, 1.75, -10.02], [3.93, -0.62, -4.31], [1.42, 2.01, 1.81], [3.27, -0.05, -5.39], [2.74, -2.41, 2.75], [2.41, -2.39, 4.09], [1.97, 2.01, -9.93], [1.18, 0.85, -6.45], [1.93, 1.14, -7.70], [-7.00, 0.88, 3.40], [4.80, -1.66, 4.71], [-0.12, -0.37, -0.38], [3.99, 1.17, -8.95], [-5.37, 0.22, 1.61], [3.30, 0.85, -7.79], [-6.16, 2.08, 5.41], [-3.81, 2.48, 5.74], [-3.53, 1.86, 4.54], [1.95, 0.55, 1.69], [-7.45, -0.77, 0.05], [1.24, 0.05, -4.09], [-5.13, 2.60, 6.17], [3.40, -2.07, 5.21], [-6.69, 0.27, 2.08], [2.09, -2.70, 0.33], [-5.10, -0.32, 0.36], [1.91, -0.50, -3.01], [4.02, 0.22, -6.65], [-5.88, 1.45, 4.20], [-0.66, 1.05, -0.81], [0.41, -2.99, 2.23], [-1.37, 0.98, -1.65], [3.74, -2.18, 2.38], [-1.06, 1.59, 0.06], [-3.01, 2.88, 6.34], [-7.19, 2.17, 5.75], [1.45, 2.46, -10.77], [-5.93, -1.23, -1.40], [-5.35, 3.10, 7.11], [0.20, 0.32, -4.01], [-4.09, -0.36, -0.01], [-0.39, -3.23, 1.53], [0.90, -2.62, 5.44], [-8.74, -0.20, 1.66], [5.28, -2.40, 4.06], [3.01, 0.46, 1.95], [5.05, 0.96, -9.02], [2.99, -1.19, 5.74], [5.44, -1.49, 5.58], [3.77, -1.28, -2.29], [-8.25, -1.16, -0.56], [5.27, 0.48, 4.53], [0.35, 2.07, 1.60], [2.01, 2.70, 1.19], [1.35, -0.65, -2.07], [3.42, -2.88, 5.95], [1.57, 2.32, 2.86], [-2.50, 1.77, 4.20], [4.97, -0.89, -4.40], [0.22, 1.62, -1.16], [3.74, 0.02, 3.75], [-0.34, -1.10, -1.16], [-0.84, -3.13, 3.95], [0.21, 1.92, -8.71], [1.37, -0.02, 2.45], [-0.73, -0.65, 0.51], [3.87, 2.00, -10.92]], "charge": 1, "relative_energy_kj_mol": 0.0, "energy_ev": -68876.5356, "homo_ev": -10.677}

---

What is the formula in the third record?
C41H36BrGe2N2O2S4SbTi